(1)
{
  "formula": "C4H11NOS",
  "method": "wB97M-V/def2-TZVPD",
  "gap_ev": 9.1,
  "smiles": "CN[C@H](CO)CS",
  "e_tot_ev": -18697.6232,
  "de_lowest_kj_mol": 221.5,
  "lumo_ev": 0.82,
  "species": ["C", "N", "C", "C", "O", "C", "S", "H", "H", "H", "H", "H", "H", "H", "H", "H", "H", "H"],
  "coordinates": [[2.2354, -1.4913, -0.0430], [1.3655, -0.7814, -0.9772], [0.4078, 0.1591, -0.4418], [1.0597, 1.2150, 0.4026], [0.3510, 2.2038, 1.0899], [-0.7306, -0.5712, 0.3862], [-2.3841, -0.3568, -0.3008], [3.3042, -1.1408, -0.2066], [1.8982, -1.3687, 0.9902], [2.3752, -2.5534, -0.2288], [1.1010, -1.2703, -1.8101], [-0.1034, 0.4497, -1.3863], [1.6246, 0.7857, 1.2597], [1.9162, 1.6509, -0.1859], [0.0973, 2.9976, 0.6121], [-0.5132, -0.2064, 1.4012], [-0.5273, -1.6649, 0.2750], [-3.0235, 0.3997, 0.6193]]
}

(2)
{
  "formula": "C14H46N2O11",
  "method": "wB97M-V/def2-TZVPD",
  "gap_ev": 9.2,
  "smiles": "COC[C@H](C)N.COC[C@H](C)N.OCCO.OCCO.OCCO.O.O.O",
  "e_tot_ev": -40764.1252,
  "de_lowest_kj_mol": 0.0,
  "lumo_ev": 0.25,
  "species": ["C", "O", "C", "C", "C", "N", "H", "H", "H", "H", "H", "H", "H", "H", "H", "H", "H", "C", "O", "C", "C", "C", "N", "H", "H", "H", "H", "H", "H", "H", "H", "H", "H", "H", "O", "C", "C", "O", "H", "H", "H", "H", "H", "H", "O", "C", "C", "O", "H", "H", "H", "H", "H", "H", "O", "C", "C", "O", "H", "H", "H", "H", "H", "H", "O", "H", "H", "O", "H", "H", "O", "H", "H"],
  "coordinates": [[19.7220, 17.6307, -11.5933], [18.9736, 18.3486, -10.6500], [17.8513, 17.5987, -10.2488], [16.9048, 18.5266, -9.4764], [17.5394, 18.9326, -8.1442], [15.6123, 17.8715, -9.2225], [20.5960, 18.2163, -11.8943], [19.1962, 17.4445, -12.5354], [20.1665, 16.7001, -11.2256], [17.2924, 17.1448, -11.0785], [18.0354, 16.7045, -9.6341], [16.8578, 19.3802, -10.1557], [16.8222, 19.4847, -7.5420], [18.4463, 19.5088, -8.3302], [17.8613, 18.0475, -7.5894], [15.6968, 16.8674, -9.3559], [14.8731, 18.1559, -9.8638], [9.0102, 16.2423, -10.1246], [7.9819, 15.9550, -11.0531], [7.5026, 17.0885, -11.7680], [6.9601, 16.7157, -13.1212], [5.8704, 15.6395, -13.0740], [8.0484, 16.2139, -13.9735], [9.3441, 15.2860, -9.7208], [8.6723, 16.9300, -9.3505], [9.8723, 16.5651, -10.7188], [6.7418, 17.5537, -11.1271], [8.3345, 17.7967, -11.8482], [6.5360, 17.5883, -13.6224], [6.3397, 14.6606, -13.1421], [5.1961, 15.7459, -13.9258], [5.2179, 15.7735, -12.2113], [8.8662, 16.7984, -14.0817], [8.3810, 15.3600, -13.5352], [13.6430, 18.4983, -7.3369], [14.0870, 18.7211, -5.9853], [13.4930, 20.0040, -5.4112], [14.3151, 21.1473, -5.6587], [14.4405, 18.2920, -7.8937], [13.8360, 17.8610, -5.3593], [15.1733, 18.7589, -6.0645], [13.3176, 19.8035, -4.3507], [12.4872, 20.2873, -5.7364], [14.1822, 21.3189, -6.5972], [13.4378, 18.1239, -11.4987], [13.4596, 18.7479, -12.7606], [12.1112, 19.3627, -13.1089], [11.2369, 18.3091, -13.5921], [12.9224, 17.3138, -11.4667], [14.2360, 19.5130, -12.7812], [13.7603, 18.0321, -13.5304], [12.1464, 20.0862, -13.9276], [11.6955, 19.8804, -12.2415], [10.7075, 18.7359, -14.2698], [12.6690, 14.6730, -7.0188], [13.9101, 14.1853, -6.5158], [14.6270, 13.2089, -7.4326], [15.4206, 13.8319, -8.4117], [12.0157, 13.9672, -7.0345], [14.5410, 15.0514, -6.2990], [13.8158, 13.7950, -5.4954], [13.9549, 12.4912, -7.9236], [15.3277, 12.6341, -6.8175], [14.8510, 14.4912, -8.8422], [13.6665, 15.2449, -10.1012], [13.2400, 14.8824, -10.8856], [12.9245, 15.4835, -9.5018], [10.7456, 19.3174, -8.0939], [10.7806, 18.3695, -7.8921], [11.6652, 19.6072, -8.0574], [11.8457, 16.8881, -8.7029], [12.2560, 16.1925, -8.1588], [12.3403, 17.6896, -8.4748]]
}

(3)
{
  "formula": "C24H20F6IN3O3ReS",
  "method": "wB97M-V/def2-TZVPD",
  "gap_ev": [6.8, 7.1],
  "s_squared": 0.75,
  "e_tot_ev": -73180.2578,
  "de_lowest_kj_mol": 0.0,
  "charge": 2,
  "lumo_ev": [-5.84, -5.82],
  "spin_multiplicity": 2,
  "species": ["Re", "F", "C", "C", "C", "C", "O", "C", "C", "N", "C", "C", "C", "C", "C", "C", "N", "C", "C", "N", "C", "C", "C", "O", "O", "H", "H", "H", "H", "H", "H", "H", "H", "H", "H", "H", "H", "H", "H", "H", "H", "H", "H", "F", "C", "C", "F", "C", "F", "C", "S", "C", "F", "C", "F", "I", "C", "H", "H"],
  "coordinates": [[3.6217, -2.0598, -0.4469], [0.7818, 3.9394, 1.0517], [0.1600, 2.8704, 0.5276], [0.9042, 1.7658, 0.2532], [0.3074, 0.6464, -0.3430], [1.0983, -0.5125, -0.6787], [2.3483, -0.4805, -0.3921], [0.4437, -1.5810, -1.3110], [-0.9119, -1.4807, -1.5484], [-1.6574, -0.4324, -1.2103], [-3.0790, -0.4394, -1.5295], [-4.0708, -0.4934, -0.4044], [-3.8624, -1.6895, -1.2823], [-1.0632, 0.6834, -0.6245], [-1.8132, 1.8243, -0.3179], [-1.2256, 2.9439, 0.2512], [-1.9955, 4.0771, 0.5385], [-1.5169, 5.1514, 1.4101], [-2.6891, 6.0792, 1.7438], [-3.9583, 5.2769, 1.7588], [-4.3112, 4.7773, 0.3726], [-3.0115, 4.5376, -0.3943], [1.0892, -2.8347, -1.8031], [0.4656, -3.6681, -2.3931], [2.4131, -2.9587, -1.6121], [1.9644, 1.7647, 0.4682], [-1.4154, -2.3007, -2.0429], [-3.3119, 0.1462, -2.4098], [-4.9832, 0.0765, -0.5116], [-3.6742, -0.5515, 0.6005], [-4.6188, -1.9444, -2.0094], [-3.3502, -2.5357, -0.8459], [-2.8748, 1.8170, -0.5107], [-0.7301, 5.7608, 0.9594], [-1.1182, 4.7169, 2.3252], [-2.8316, 6.8631, 1.0030], [-2.5583, 6.5448, 2.7176], [-4.7270, 5.8303, 2.1393], [-3.8330, 4.4760, 2.3798], [-4.9395, 5.5278, -0.1029], [-4.8838, 3.8620, 0.5067], [-2.6823, 5.4566, -0.8906], [-3.1859, 3.8101, -1.1809], [5.3173, -8.4878, -0.1448], [4.8870, -7.2993, 0.2331], [5.1135, -6.1936, -0.5762], [5.7618, -6.3089, -1.7231], [4.6371, -4.9798, -0.1400], [4.8560, -3.8576, -0.9254], [3.9562, -4.7904, 1.0375], [3.4115, -3.1667, 1.5028], [3.7470, -5.9072, 1.8301], [3.0966, -5.7881, 2.9826], [4.2054, -7.1546, 1.4341], [3.9907, -8.2124, 2.1960], [5.1797, -0.0370, 1.1221], [5.3881, -1.0806, -0.7634], [6.3092, -1.6562, -0.7131], [5.4293, -0.3427, -1.5631]]
}